[1]
Here is C17H18F4N6SV as an isolated structure from the Open Molecules 2025 dataset. Energies are from ωB97M-V/def2-TZVPD.

Atoms and positions in Å:
V: -0.253 0.644 -0.041
S: -2.465 1.666 0.353
F: -3.051 -3.138 0.852
F: -2.385 -4.861 2.745
F: 1.204 -1.116 1.228
F: 1.850 -2.844 3.185
N: 1.797 1.294 -0.422
N: -1.118 -1.121 -0.019
N: 0.072 1.766 1.485
N: -0.496 0.105 -2.209
N: -0.830 1.958 2.523
N: -3.063 1.983 2.941
C: -1.915 -0.316 -2.172
C: 3.964 1.574 -1.410
C: 0.343 -1.028 -2.664
C: -0.252 -3.914 3.028
C: -2.130 -1.342 -1.050
C: 1.097 2.586 1.442
C: 4.214 2.679 -0.581
C: -2.049 1.881 2.046
C: 0.298 -2.044 1.634
C: -1.471 -3.944 2.386
C: 3.270 3.052 0.334
C: -0.336 1.284 -3.070
C: 2.073 2.321 0.436
C: -0.935 -2.054 0.966
C: -1.818 -3.048 1.389
C: 2.761 0.935 -1.299
C: 0.635 -2.932 2.622
H: -0.008 -4.611 3.816
H: -2.046 -2.361 -1.445
H: 1.107 -1.276 -1.932
H: 0.815 -0.794 -3.620
H: -2.842 1.928 3.919
H: 2.528 0.107 -1.950
H: -2.506 0.579 -1.995
H: 4.688 1.236 -2.137
H: -0.697 1.093 -4.087
H: 5.145 3.226 -0.660
H: -2.222 -0.730 -3.141
H: 3.431 3.889 1.001
H: 1.194 3.380 2.170
H: -0.268 -1.920 -2.798
H: 0.714 1.568 -3.114
H: -0.903 2.115 -2.649
H: -3.147 -1.226 -0.671
H: -3.996 1.772 2.638

multiplicity	2
largest force on an atom	1.4	eV Å⁻¹
total energy	-74253.628	eV

=====

[2]
Here is C17H18F5NO5TeZr as an isolated structure from the Open Molecules 2025 dataset. Energies are from ωB97M-V/def2-TZVPD.

Atoms and positions in Å:
Te: -0.694 -2.390 2.856
Zr: 0.327 -0.803 0.412
F: -1.431 -2.102 4.523
F: -1.387 -4.106 2.863
F: -0.072 -2.986 1.026
F: 1.899 -1.370 1.243
F: 0.867 -3.133 3.498
O: 1.253 3.256 1.587
O: -1.704 -1.355 0.176
O: -2.558 -1.907 2.147
O: -0.129 -0.724 2.557
O: 1.214 1.200 0.707
N: -1.258 0.910 1.073
C: 2.226 -3.735 -1.018
C: -2.798 2.357 2.817
C: -0.915 2.149 -1.981
C: 0.169 1.438 -2.799
C: 2.021 0.004 -1.704
C: 0.341 -2.216 -1.735
C: 1.678 -2.382 -1.338
C: 0.662 2.165 1.253
C: 1.276 2.415 -3.186
C: -2.330 -1.051 1.207
C: -3.224 1.097 2.407
C: -0.791 2.044 1.579
C: -0.147 -0.959 -2.123
C: -1.544 2.829 2.437
C: 2.505 -1.243 -1.330
C: -2.411 0.413 1.521
C: 0.685 0.172 -2.128
H: -4.140 0.657 2.780
H: -0.307 1.099 -3.723
H: 2.210 3.263 1.421
H: 1.456 -4.501 -1.069
H: -1.713 1.466 -1.688
H: 2.713 0.831 -1.786
H: -1.156 3.762 2.824
H: -0.286 -3.090 -1.853
H: 2.665 -3.748 -0.019
H: 3.019 -3.983 -1.726
H: -1.130 -0.891 -2.572
H: 2.016 1.946 -3.834
H: 1.780 2.830 -2.309
H: -1.352 2.948 -2.578
H: -0.483 2.611 -1.095
H: -3.409 2.934 3.498
H: 0.837 3.246 -3.735
H: 3.551 -1.368 -1.081

multiplicity	1
charge	+2
largest force on an atom	5.2	eV Å⁻¹
total energy	-51798.803	eV

=====

[3]
Here is C17H18LiNO5S8 as an isolated structure from the Open Molecules 2025 dataset. Energies are from ωB97M-V/def2-TZVPD.

Atoms and positions in Å:
S: 2.490 0.240 2.866
S: -2.189 -6.028 0.944
S: -0.281 1.262 3.415
S: 1.354 -3.632 0.397
S: 3.551 -5.625 -0.081
S: -1.375 -2.614 0.935
S: -1.067 3.801 1.497
S: 0.703 -6.381 0.360
O: -1.104 0.646 -1.856
O: -1.183 2.847 0.343
O: -3.230 0.729 -1.357
O: -4.582 0.446 -1.819
O: -2.464 -0.734 -2.941
N: 0.727 0.531 1.004
C: 3.204 -0.683 -1.454
C: 1.950 -5.229 0.219
C: 4.175 -0.652 0.757
C: 2.002 -0.199 -0.969
C: 0.154 6.123 0.735
C: 1.882 0.069 0.395
C: -0.625 -5.299 0.693
C: -3.070 -5.439 -0.519
C: 0.860 0.674 2.302
C: 1.181 4.993 0.713
C: -0.354 -3.956 0.705
C: -1.213 5.436 0.700
C: -2.250 0.216 -2.034
C: 4.287 -0.909 -0.600
C: 2.970 -0.165 1.248
C: 0.700 4.020 1.780
C: -3.223 -1.886 -2.522
Li: -0.990 1.044 -0.046
H: 0.261 6.688 1.666
H: -3.098 -4.350 -0.503
H: -2.577 -2.512 -1.905
H: -3.486 -2.403 -3.443
H: 1.166 4.490 -0.257
H: 2.199 5.337 0.897
H: 5.003 -0.852 1.425
H: -2.012 6.001 1.177
H: 0.815 4.411 2.793
H: 1.145 -0.056 -1.616
H: 5.212 -1.310 -0.996
H: -4.084 -5.836 -0.460
H: -1.519 5.167 -0.312
H: 0.272 6.827 -0.090
H: -4.113 -1.564 -1.986
H: -2.592 -5.793 -1.431
H: 3.297 -0.912 -2.508
H: 1.122 3.020 1.742

multiplicity	1
charge	-2
largest force on an atom	0.6	eV Å⁻¹
total energy	-116537.069	eV

=====

[4]
Here is one molecule with the formula C17H18N2O5 from the Open Molecules 2025 dataset. Energies are from ωB97M-V/def2-TZVPD.

Atoms and positions in Å:
O: 1.642 -4.739 -0.368
O: 1.445 -2.656 0.513
O: -2.614 -3.247 -1.161
O: -4.485 2.650 0.373
O: 3.720 3.036 -0.712
N: -1.124 -2.729 0.439
N: -0.382 -3.895 0.222
C: -4.128 -0.922 -0.405
C: 3.105 -0.984 0.135
C: 4.168 -0.322 0.729
C: 3.581 1.722 -0.391
C: -4.743 0.303 -0.240
C: -2.772 -1.091 -0.144
C: 4.795 3.755 -0.157
C: -2.625 1.242 0.413
C: -2.181 -2.432 -0.368
C: 0.973 -3.835 0.054
C: -3.995 1.401 0.177
C: -5.854 2.885 0.139
C: 2.506 1.060 -0.987
C: -2.022 0.015 0.258
C: 2.278 -0.274 -0.731
C: 2.851 -2.438 0.416
C: 4.415 1.015 0.468
H: 4.711 4.765 -0.557
H: -4.697 -1.777 -0.739
H: -0.685 -2.062 1.054
H: 5.256 1.493 0.946
H: 4.732 3.793 0.936
H: 5.759 3.329 -0.452
H: 4.821 -0.856 1.404
H: -0.904 -4.575 -0.324
H: 1.865 1.616 -1.652
H: 3.248 -3.076 -0.385
H: -0.956 -0.064 0.419
H: -6.122 2.689 -0.904
H: -6.484 2.280 0.798
H: -6.012 3.940 0.358
H: 1.447 -0.775 -1.205
H: 3.320 -2.742 1.358
H: -2.056 2.108 0.714
H: -5.798 0.393 -0.443

structure (SMILES)	COc1ccc(COC(=O)NNC(=O)c2ccc(OC)cc2)cc1
multiplicity	1
largest force on an atom	0.7	eV Å⁻¹
total energy	-31138.285	eV

=====

[5]
Here is C17H18N3O7P2Sr as an isolated structure from the Open Molecules 2025 dataset. Energies are from ωB97M-V/def2-TZVPD.

Atoms and positions in Å:
Sr: 0.057 -0.611 -0.139
P: 0.527 -1.196 2.470
P: 0.520 -3.379 0.370
O: 1.718 -0.791 1.577
O: 0.549 -4.941 0.312
O: 1.967 -2.789 0.015
O: 1.305 -3.710 2.902
O: -0.533 -2.739 -0.490
O: 0.825 -1.101 4.006
O: -0.711 -0.478 2.011
N: -0.196 1.906 -0.990
N: 2.046 0.558 -1.609
N: -2.320 0.292 -1.069
C: -0.315 4.642 -1.042
C: 0.913 4.003 -1.098
C: -1.379 2.514 -0.973
C: -3.347 -0.559 -1.134
C: 0.268 -3.046 2.211
C: 2.198 1.819 -1.177
C: -2.582 1.603 -0.991
C: 3.149 -0.176 -1.798
C: -1.142 -3.472 2.633
C: 3.442 2.359 -0.896
C: 4.571 1.580 -1.081
C: 0.927 2.620 -1.063
C: -4.932 1.199 -1.036
C: -3.877 2.092 -0.973
C: 4.428 0.289 -1.556
C: -4.669 -0.157 -1.123
C: -1.481 3.897 -0.985
H: -4.070 3.153 -0.913
H: -5.461 -0.890 -1.179
H: -1.251 -3.287 3.702
H: 5.551 1.980 -0.857
H: -0.366 5.723 -1.065
H: 1.827 4.571 -1.190
H: 0.840 -0.205 4.380
H: -1.907 -2.914 2.097
H: -3.088 -1.610 -1.200
H: 2.101 -1.982 0.664
H: -2.439 4.393 -0.963
H: -5.951 1.563 -1.021
H: 1.198 -4.665 2.803
H: 3.529 3.370 -0.524
H: 5.281 -0.353 -1.727
H: 0.568 -5.351 -0.570
H: -1.284 -4.537 2.440
H: 2.994 -1.185 -2.162

multiplicity	1
charge	+1
largest force on an atom	5.3	eV Å⁻¹
total energy	-56141.416	eV

=====

[6]
Here is a 2-piece molecular cluster, C17H18O3 overall from the Open Molecules 2025 dataset. Energies are from ωB97M-V/def2-TZVPD.

Atoms and positions in Å:
O: -3.420 0.852 0.043
O: -2.433 -1.122 -0.348
O: -0.536 2.845 -1.982
C: 2.122 -0.378 -1.111
C: 0.886 -2.381 -0.706
C: 1.169 -1.096 -0.189
C: 2.454 -1.447 -2.217
C: 1.659 0.485 3.184
C: 0.230 -1.624 2.032
C: 1.709 0.295 1.807
C: 1.680 -2.657 -1.797
C: -1.203 2.206 -1.163
C: -2.408 0.099 -0.480
C: -1.343 0.775 -1.242
C: 0.172 -1.425 3.405
C: -1.970 2.911 -0.044
C: -0.895 0.090 -2.453
C: -3.350 2.323 0.076
C: 0.994 -0.769 1.192
C: 0.843 -0.335 3.977
H: -0.315 -2.452 1.580
H: 0.800 -0.177 5.048
H: 0.195 -3.063 -0.224
H: -3.821 2.605 1.022
H: 3.531 -1.638 -2.189
H: -0.377 -2.125 4.035
H: 2.316 0.938 1.166
H: 2.278 1.262 3.632
H: 3.063 -0.045 -0.645
H: -1.964 3.979 -0.303
H: 0.178 -0.124 -2.414
H: -1.444 2.799 0.909
H: 2.228 -1.118 -3.238
H: -3.966 2.700 -0.750
H: 1.753 -3.622 -2.287
H: -1.433 -0.865 -2.519
H: -1.053 0.747 -3.325
H: 1.670 0.550 -1.481

multiplicity	1
largest force on an atom	2.1	eV Å⁻¹
total energy	-24060.317	eV

=====

[7]
Here is C17H18O6PtS6 as an isolated structure from the Open Molecules 2025 dataset. Energies are from ωB97M-V/def2-TZVPD.

Atoms and positions in Å:
Pt: 3.163 0.974 1.196
S: 4.107 2.648 2.473
S: 0.504 2.884 0.166
S: 3.286 2.820 5.382
S: 4.199 -1.281 0.193
S: -0.588 -1.540 1.815
S: 2.387 0.799 3.341
O: 1.943 2.433 0.363
O: 4.434 -0.481 1.549
O: 0.518 -0.551 1.613
O: 5.332 -1.120 -0.657
O: 3.015 -0.389 -0.305
O: 3.738 -2.601 0.481
C: -2.250 0.554 0.884
C: -1.917 1.977 1.358
C: -1.248 2.535 -1.834
C: -1.922 -2.997 -1.780
C: -0.778 -2.317 0.209
C: -2.100 -0.551 1.941
C: -1.354 0.632 -3.288
C: -0.459 2.349 1.623
C: -0.167 1.948 -1.185
C: 3.339 2.123 3.933
C: -1.857 1.860 -2.880
C: -1.944 -2.379 -0.536
C: -0.745 -3.548 -2.265
C: 0.419 -3.485 -1.508
C: 0.409 -2.869 -0.268
C: 0.372 0.743 -1.608
C: -0.237 0.088 -2.668
H: 0.117 1.552 2.083
H: 1.231 0.317 -1.111
H: -2.940 -1.246 1.934
H: -1.696 0.299 -0.019
H: -1.823 0.103 -4.108
H: -2.050 -0.141 2.953
H: 1.338 -3.918 -1.880
H: -3.303 0.573 0.595
H: -2.706 2.300 -3.386
H: -2.868 -1.948 -0.175
H: -0.735 -4.031 -3.233
H: 0.162 -0.861 -3.003
H: -1.604 3.514 -1.532
H: 1.320 -2.803 0.318
H: -2.339 2.690 0.647
H: -2.828 -3.044 -2.370
H: -2.461 2.153 2.291
H: -0.414 3.236 2.257

multiplicity	1
largest force on an atom	0.7	eV Å⁻¹
total energy	-98462.019	eV

=====

[8]
Here is C17H19AsF6IrN3O2 as an isolated structure from the Open Molecules 2025 dataset. Energies are from ωB97M-V/def2-TZVPD.

Atoms and positions in Å:
Ir: -0.460 -0.979 0.527
As: 0.323 -4.213 -0.172
F: -1.307 -4.688 0.013
F: -0.291 -2.776 -1.078
F: 0.084 -3.043 1.262
F: 0.474 -5.087 -1.609
F: 1.891 -3.563 -0.319
F: 0.839 -5.381 0.929
O: -1.886 4.376 -0.557
O: 0.265 1.006 0.837
N: -1.837 0.400 -0.216
N: -1.559 1.669 -0.313
N: -2.485 -1.934 0.511
C: 0.176 3.268 0.173
C: 1.693 -0.794 -0.286
C: -4.368 -2.053 -0.957
C: -2.853 -0.098 -0.860
C: -3.251 -1.411 -0.467
C: -3.981 -3.776 0.645
C: 2.771 0.202 -0.083
C: 1.382 5.765 -0.006
C: 3.067 0.521 1.381
C: -4.725 -3.278 -0.400
C: -2.859 -3.065 1.082
C: 4.000 -0.468 -0.746
C: 1.543 3.440 0.488
C: 2.146 4.657 0.386
C: 0.044 5.636 -0.298
C: -0.583 4.397 -0.229
C: -0.370 1.932 0.267
H: -2.219 3.473 -0.540
H: 1.855 6.737 -0.084
H: -3.386 0.491 -1.597
H: -0.558 6.487 -0.594
H: -4.946 -1.594 -1.749
H: 3.850 1.279 1.453
H: 2.107 2.574 0.804
H: 4.861 0.184 -0.591
H: -5.577 -3.826 -0.782
H: 2.568 1.116 -0.647
H: 4.206 -1.438 -0.287
H: 3.198 4.768 0.611
H: 3.420 -0.376 1.902
H: 1.389 -1.027 -1.300
H: 2.181 0.886 1.898
H: 1.789 -1.624 0.410
H: -4.219 -4.723 1.108
H: 3.852 -0.615 -1.816
H: -2.253 -3.431 1.894

multiplicity	2
charge	+1
largest force on an atom	4.5	eV Å⁻¹
total energy	-106477.085	eV

=====

[9]
Here is C17H19Br2FN3O3OsS as an isolated structure from the Open Molecules 2025 dataset. Energies are from ωB97M-V/def2-TZVPD.

Atoms and positions in Å:
Os: -0.481 1.923 -2.715
Br: -1.451 1.027 -4.902
Br: -1.082 3.993 -4.085
S: -2.519 1.273 -0.875
F: -0.535 -4.611 -1.129
O: 1.920 3.220 0.355
O: 0.578 2.841 -1.368
O: 0.092 0.179 -1.972
N: -4.942 1.072 0.048
N: -4.333 3.230 -0.493
N: 2.392 -0.679 1.321
C: 0.965 -3.992 0.558
C: 0.193 -3.681 -0.559
C: 1.434 0.963 -0.136
C: 3.784 -2.402 2.394
C: 0.784 -0.024 -0.919
C: 3.261 -0.970 2.479
C: 0.909 -1.389 -0.446
C: -1.705 2.852 -5.550
C: 2.225 0.583 0.932
C: 1.331 2.478 -0.379
C: 2.627 -3.381 2.304
C: 4.412 0.016 2.641
C: 1.711 -1.682 0.691
C: -6.219 1.402 0.641
C: 1.747 -3.028 1.164
C: -4.066 1.941 -0.415
C: 0.173 -2.392 -1.076
H: 2.611 -0.892 3.363
H: 5.119 -0.406 3.352
H: 4.445 -2.517 1.532
H: -0.418 -2.157 -1.947
H: -2.767 3.029 -5.725
H: 2.988 -4.406 2.200
H: 0.963 -5.007 0.931
H: -6.684 0.491 1.008
H: 2.731 1.368 1.482
H: 2.040 -3.361 3.232
H: -6.894 1.860 -0.086
H: 4.942 0.173 1.704
H: 4.369 -2.608 3.289
H: -4.682 0.095 0.026
H: 4.107 0.976 3.051
H: -6.089 2.085 1.484
H: -5.247 3.579 -0.234
H: -3.627 3.913 -0.720
H: -1.111 3.025 -6.450

multiplicity	5
charge	+3
largest force on an atom	1.9	eV Å⁻¹
total energy	-184626.842	eV

=====

[10]
Here is C17H19BrN5O2PtS as an isolated structure from the Open Molecules 2025 dataset. Energies are from ωB97M-V/def2-TZVPD.

Atoms and positions in Å:
Pt: 1.222 0.639 -0.090
Br: -0.751 2.200 1.084
S: 2.209 -0.053 2.015
O: 1.575 0.371 -2.124
O: -0.176 -2.630 -4.284
N: 3.431 1.562 -0.265
N: 4.268 1.121 0.747
N: -0.422 -0.864 -1.943
N: -0.735 -0.003 -0.989
N: 4.730 0.023 2.688
C: 2.833 -4.405 -3.159
C: 0.835 -0.616 -2.702
C: 2.727 -2.233 -2.153
C: 3.370 -3.452 -2.308
C: -5.282 3.365 4.251
C: 1.012 -2.926 -3.675
C: -1.896 0.101 -0.460
C: 3.819 0.396 1.788
C: 1.555 -1.956 -2.836
C: -2.198 1.036 0.600
C: -5.105 1.397 2.892
C: -3.542 3.195 2.596
C: -3.399 1.087 1.188
C: -5.740 2.103 3.895
C: -4.188 3.906 3.593
C: -3.982 1.918 2.234
C: 1.653 -4.146 -3.837
H: -2.712 3.657 2.084
H: 3.134 -1.474 -1.496
H: -1.145 -1.408 -2.394
H: 5.680 0.356 2.675
H: -4.081 0.323 0.821
H: -6.601 1.679 4.394
H: -3.843 4.899 3.849
H: -5.474 0.417 2.615
H: 3.661 1.150 -1.166
H: 3.426 2.572 -0.335
H: -0.412 -3.328 -4.903
H: 5.255 1.315 0.675
H: 4.292 -3.654 -1.778
H: 0.540 -0.307 -3.716
H: 1.219 -4.896 -4.491
H: 4.422 -0.495 3.493
H: -2.724 -0.513 -0.810
H: 3.327 -5.358 -3.290
H: -5.785 3.926 5.027

multiplicity	3
charge	+1
largest force on an atom	0.9	eV Å⁻¹
total energy	-113598.599	eV

=====

- What is the formula in the seventh record?
  C17H18O6PtS6